This record from the Open Molecules 2025 dataset describes C18H37Br2N3O2S2 as an isolated structure at a distorted geometry. The level of theory is wB97M-V/def2-TZVPD.

Atoms and positions in Å:
H1 -2.228 1.417 0.174
H2 0.373 1.619 1.086
H3 1.144 3.772 2.191
H4 -2.945 -3.036 1.207
H5 0.016 -2.281 1.568
Br1 -2.559 -0.882 -0.861
C1 -2.102 -2.362 1.056
C2 0.083 3.551 2.076
H6 0.423 1.567 2.763
C3 1.698 1.670 0.203
H7 2.613 0.098 -5.207
C4 -1.468 1.603 1.890
H8 2.817 0.164 1.137
H9 0.084 2.130 -0.442
H10 -2.451 -1.941 -2.432
C5 -3.351 -4.792 -2.819
H11 -3.822 -4.127 -3.544
H12 3.674 -0.876 -4.141
C6 -1.741 0.959 -0.687
N1 -2.596 1.306 1.833
Br2 0.328 -0.164 0.537
H13 3.454 0.839 -3.718
O1 1.073 1.138 -2.770
H14 3.532 2.271 2.077
C7 4.744 3.253 0.708
O2 -2.032 -4.938 -0.576
C8 2.145 -1.139 -1.688
C9 3.067 1.040 0.538
H15 3.534 0.642 -0.363
S1 -3.052 -3.981 -1.159
C10 -1.976 -2.596 -1.701
C11 -0.819 -2.982 1.578
C12 4.175 1.925 1.268
N2 5.169 4.279 0.252
H16 -2.467 -5.283 -3.223
H17 -1.653 -0.291 1.249
H18 -0.028 3.819 1.025
H19 -1.911 4.075 2.752
H20 1.183 0.928 -0.407
C13 -0.238 1.131 -0.736
H21 0.250 0.860 -1.672
H22 -2.084 -2.382 -0.034
H23 3.034 -0.566 -1.425
H24 -0.422 -3.797 0.974
H25 2.416 -2.192 -1.775
S2 1.462 -0.274 -3.200
H26 -0.747 5.479 2.911
H27 -4.066 -5.613 -2.777
C14 -0.878 4.397 2.882
H28 -2.134 1.569 -1.500
H29 4.948 1.251 1.638
H30 1.147 1.936 1.105
N3 -2.428 -0.900 4.182
H31 -1.607 -1.994 -0.871
H32 1.814 2.622 -0.316
C15 -2.464 -0.925 1.606
H33 -0.665 4.026 3.884
H34 1.416 -1.243 -0.884
C16 2.993 -0.027 -4.193
C17 -2.494 -0.868 3.081
H35 -3.461 -0.755 1.200
H36 -1.036 -2.974 -2.104
C18 -0.111 2.066 1.955
H37 -0.774 -3.221 2.640

Results
Highest occupied orbital energy: -0.2659 Eh
Total energy: -189557.581 eV
Net charge: 0
2S+1: 1
LUMO energy: 0.067 eV
Frontier orbital gap: 7.30 eV

=====

This record from the Open Molecules 2025 dataset describes a 8-piece molecular cluster, C18H37Cl12N3O3 overall at a distorted geometry. The level of theory is wB97M-V/def2-TZVPD.

Atoms and positions in Å:
C1 -0.997 3.101 -2.974
Cl1 -1.079 -2.089 0.911
Cl2 -1.763 0.771 -4.387
H1 2.928 -1.242 4.592
Cl3 -2.266 -2.609 4.050
H2 3.662 -1.775 3.068
O1 -2.845 3.344 -0.080
C2 -1.931 1.879 -2.876
H3 2.733 -1.286 -2.442
Cl4 -2.636 -6.692 2.749
C3 5.436 -1.688 5.292
H4 -2.990 -4.448 2.073
H5 1.841 0.342 -4.006
H6 -1.267 6.905 1.580
H7 3.179 -0.141 3.175
C4 1.833 -0.682 -4.379
H8 6.385 -1.544 5.808
H9 3.860 -1.359 -3.750
Cl5 0.510 1.741 3.561
C5 -1.048 1.051 4.054
H10 -1.224 3.821 -2.188
H11 -0.584 3.573 0.622
Cl6 1.597 -0.798 0.835
O2 0.415 -4.719 -5.993
C6 -2.987 4.428 0.451
H12 6.599 0.498 4.466
H13 -1.932 2.959 3.984
H14 0.088 5.143 0.504
H15 -1.043 -3.971 -4.083
H16 -2.122 6.169 2.894
H17 -1.164 -4.606 4.596
H18 -1.090 -0.874 -5.966
C7 2.802 -1.466 -3.514
H19 -1.117 3.645 -3.911
H20 -2.435 -3.003 -4.410
O3 5.092 1.347 3.340
H21 -0.190 4.444 2.089
C8 -0.098 -3.764 -6.553
C9 -0.618 4.555 1.092
C10 -2.080 -4.358 4.060
H22 5.499 -2.663 4.810
Cl7 2.362 -3.201 -3.629
C11 5.591 0.464 4.025
H23 -2.940 6.976 1.416
Cl8 0.688 2.669 -2.850
H24 4.736 -1.846 6.114
H25 -2.765 -4.789 4.791
H26 -1.079 0.040 3.651
N1 4.937 -0.664 4.316
C12 -2.170 1.971 3.591
H27 0.852 -1.104 -4.168
Cl9 -0.050 -1.021 -1.614
Cl10 2.340 -0.790 -6.041
C13 -2.217 -4.935 2.667
C14 -1.352 -3.034 -4.544
C15 -1.502 -1.703 -6.545
H28 -2.385 2.050 2.526
C16 -2.162 6.327 1.816
Cl11 -0.940 0.706 0.568
C17 -0.098 -0.775 0.138
H29 -0.018 -3.458 -7.608
H30 -2.940 2.287 -2.872
C18 3.590 -0.949 3.778
H31 -1.195 -1.558 -7.580
Cl12 -3.711 1.333 4.249
H32 -1.717 1.376 -1.934
H33 -3.937 4.983 0.500
H34 -2.562 -1.560 -6.334
H35 -1.282 -4.834 2.117
N2 -0.960 -2.904 -5.932
N3 -1.975 5.085 1.080
H36 -1.023 -2.163 -3.976
H37 -1.070 1.082 5.143

Results
Highest occupied orbital energy: -0.3251 Eh
Total energy: -180147.779 eV
Net charge: 0
2S+1: 1
LUMO energy: 0.004 eV
SMILES: ClC(Cl)(Cl)Cl.CN(C)C=O.CN(C)C=O.CN(C)C=O.ClCCCl.ClCCCl.ClCCCl.ClCCCl
Frontier orbital gap: 8.85 eV

=====

This record from the Open Molecules 2025 dataset describes C18H37CoO2P3 as an isolated structure at a distorted geometry. The level of theory is wB97M-V/def2-TZVPD.

Atoms and positions in Å:
H1 0.654 0.383 -1.116
H2 3.082 -0.846 -0.180
H3 -0.007 -2.756 -4.420
P1 1.716 -0.477 1.799
C1 2.970 0.408 2.800
H4 1.990 -1.912 3.720
C2 -0.061 -1.039 -3.130
C3 1.160 -1.704 3.031
H5 0.966 -1.110 -2.760
C4 -3.202 -1.583 0.038
C5 -2.007 -2.558 2.363
H6 -1.443 2.175 -3.778
C6 2.718 -1.476 0.642
C7 -2.567 -0.511 -4.286
H7 -3.818 -2.416 0.404
C8 -1.895 -1.703 -4.565
H8 2.481 1.110 3.485
H9 3.606 3.009 0.774
H10 -3.486 -0.235 -4.808
C9 -1.238 1.260 -0.267
H11 3.515 -0.339 3.392
H12 3.576 -1.902 1.179
H13 2.324 3.206 2.795
C10 -0.594 -1.908 -4.057
H14 2.964 2.925 -0.894
C11 2.940 2.456 0.099
H15 0.564 2.960 3.032
H16 -2.339 -2.426 -5.248
O1 -2.236 1.706 -3.562
H17 0.853 -2.635 2.538
H18 -1.394 2.341 -0.172
H19 0.883 3.821 -1.345
H20 3.288 1.420 0.003
H21 1.157 4.439 2.222
Co1 0.116 0.665 0.728
C12 -0.847 0.868 2.194
H22 -2.063 -1.791 3.149
H23 -2.995 -3.020 2.241
C13 0.592 3.958 -0.294
C14 1.332 3.365 2.358
H24 -3.661 -0.641 0.366
H25 -1.583 -3.485 -0.919
H26 0.069 -2.840 -0.707
H27 2.103 -2.286 0.228
C15 -0.309 0.880 -1.407
H28 1.047 4.883 0.090
C16 -1.962 0.390 -3.431
H29 3.677 0.953 2.166
C17 -0.987 -0.136 -2.420
H30 -3.171 -1.613 -1.059
H31 -0.497 4.054 -0.229
H32 -1.270 -3.318 2.647
H33 0.027 1.761 -1.986
P2 1.212 2.558 0.720
C18 -0.841 -3.154 -0.179
H34 -2.166 0.680 -0.235
H35 -1.632 -0.804 -1.800
H36 0.321 -1.298 3.609
H37 -0.597 -3.978 0.505
P3 -1.523 -1.739 0.789
O2 -1.509 1.010 3.148

Results
Highest occupied orbital energy (alpha / beta): -0.6361 / -0.6785 Eh
Total energy: -88822.713 eV
Net charge: +3
2S+1: 5
⟨S²⟩: 6.043
LUMO energy (alpha / beta): -9.943 / -12.851 eV
Frontier orbital gap (alpha / beta): 7.37 / 5.61 eV

=====

This record from the Open Molecules 2025 dataset describes C18H37O2P3Pt as an isolated structure at a distorted geometry. The level of theory is wB97M-V/def2-TZVPD.

Atoms and positions in Å:
C1 2.144 0.399 2.827
H1 -0.112 -0.977 -5.835
C2 0.719 1.306 -1.514
P1 0.044 2.680 2.459
H2 -4.610 -1.682 -6.305
H3 -1.463 3.962 3.892
H4 2.047 3.547 0.237
H5 1.554 3.694 4.049
C3 2.748 2.729 0.031
H6 -1.008 0.536 4.006
H7 3.283 2.947 -0.906
H8 0.234 0.344 -1.719
H9 1.006 4.895 2.840
Pt1 0.593 0.410 1.711
C4 -3.838 -1.914 -5.569
H10 3.198 -2.172 0.749
P2 1.887 1.127 -0.121
C5 0.159 -2.193 -0.445
H11 -1.260 4.413 1.350
H12 0.815 -1.732 -1.189
H13 2.397 -3.765 0.883
C6 1.347 3.858 2.982
H14 -0.057 2.036 -1.254
H15 1.248 1.642 -2.415
H16 3.483 2.663 0.846
H17 -1.587 2.797 0.674
C7 -2.518 -1.562 -5.831
H18 -2.219 0.905 1.845
C8 -0.207 -3.130 2.226
H19 -1.259 -2.827 2.235
C9 -3.187 -2.867 -3.434
H20 -5.215 -2.824 -4.176
H21 2.769 -2.818 2.353
H22 2.276 3.708 2.422
C10 -1.193 2.901 3.796
H23 -0.760 2.563 4.745
H24 -2.239 -1.062 -6.761
H25 -3.441 -3.370 -2.504
H26 2.806 -0.969 -0.996
H27 -1.065 -2.773 -2.982
C11 2.451 -2.750 1.303
H28 -0.833 -1.733 -0.524
C12 -0.801 3.467 1.039
O1 -0.235 -1.413 -4.973
H29 0.167 -3.158 3.257
C13 -1.531 -1.840 -4.862
C14 -1.619 0.003 1.972
C15 3.207 0.008 -0.699
P3 0.805 -1.955 1.251
C16 -0.924 -0.206 3.210
H30 -0.130 -4.141 1.801
H31 -2.099 2.322 3.589
H32 0.064 -3.260 -0.679
C17 -1.859 -2.529 -3.685
H33 -0.740 -1.223 3.557
H34 3.715 0.460 -1.565
H35 -1.939 -0.864 1.391
H36 3.942 -0.125 0.108
H37 -0.098 3.666 0.224
O2 3.115 0.404 3.455
C18 -4.180 -2.559 -4.374

Results
Highest occupied orbital energy (alpha / beta): -0.6725 / -0.7602 Eh
Total energy: -54429.550 eV
Net charge: +4
2S+1: 5
⟨S²⟩: 6.028
LUMO energy (alpha / beta): -11.246 / -16.929 eV
Frontier orbital gap (alpha / beta): 7.05 / 3.76 eV

=====

This record from the Open Molecules 2025 dataset describes C18H37O3P3Ru as an isolated structure at a distorted geometry. The level of theory is wB97M-V/def2-TZVPD.

Atoms and positions in Å:
H1 -0.260 3.738 1.262
O1 1.456 1.531 0.453
H2 3.998 -4.101 -0.179
C1 -1.518 0.263 -3.495
Ru1 -0.228 0.441 -1.863
H3 -4.637 -2.858 -0.509
H4 4.276 -0.865 2.631
C2 -1.710 -0.472 0.087
C3 -0.445 4.676 -1.685
H5 -3.407 -2.759 -1.812
C4 -3.044 -2.467 2.005
H6 5.342 -0.486 -0.433
H7 2.332 -0.012 -3.051
H8 1.383 -1.649 1.507
H9 -1.168 2.356 -3.857
H10 -3.311 4.680 -1.345
H11 -3.578 -3.429 2.053
H12 5.447 -2.092 2.006
H13 0.605 4.638 -1.360
C5 -3.072 3.608 -1.362
H14 -3.735 3.041 -0.693
H15 4.506 -2.927 -1.431
C6 0.820 1.141 -0.460
H16 1.296 2.209 -3.496
O2 -1.756 0.415 0.897
H17 0.914 -2.024 -2.893
H18 -0.377 -0.732 3.499
C7 4.387 -1.850 2.154
H19 -3.188 3.201 -2.377
C8 -0.711 1.399 -3.634
C9 -3.796 -2.270 -0.907
H20 0.728 -2.052 3.979
H21 -4.142 -1.255 -1.156
H22 -1.739 4.763 1.083
H23 -1.560 -1.833 -3.004
H24 1.397 -0.490 3.414
C10 0.580 -1.217 3.276
H25 -1.854 3.002 1.485
H26 4.147 0.516 0.467
O3 0.493 -1.701 1.930
H27 -3.730 -1.673 2.337
C11 4.276 -0.329 -0.222
C12 4.499 -3.138 -0.353
H28 -0.473 4.487 -2.767
H29 3.743 -0.094 -1.155
H30 -0.758 -3.006 -1.101
H31 -2.595 0.360 -3.584
C13 -1.193 -3.313 -0.139
H32 5.522 -3.173 0.042
C14 1.263 0.073 -3.164
C15 -1.304 3.767 0.922
P1 -1.346 3.329 -0.846
C16 0.454 -1.063 -3.069
C17 -0.944 -0.966 -3.177
C18 0.677 1.320 -3.437
P2 -2.511 -2.203 0.332
H33 3.912 -2.614 2.786
P3 3.536 -1.841 0.524
H34 -2.179 -2.508 2.684
H35 -1.622 -4.321 -0.233
H36 -0.900 5.647 -1.442
H37 -0.414 -3.288 0.637

Results
Highest occupied orbital energy (alpha / beta): -0.7192 / -0.7977 Eh
Total energy: -55810.840 eV
Net charge: +4
2S+1: 5
⟨S²⟩: 6.013
LUMO energy (alpha / beta): -12.444 / -15.207 eV
Frontier orbital gap (alpha / beta): 7.13 / 6.50 eV

=====

This record from the Open Molecules 2025 dataset describes C18H38BN6O2OsS as an isolated structure. The level of theory is wB97M-V/def2-TZVPD.

Atoms and positions in Å:
C1 0.527 -6.197 -0.109
C2 -3.195 0.675 -1.294
C3 1.948 -2.810 0.304
C4 -0.196 5.041 0.252
H1 -4.209 0.316 -1.473
C5 -3.482 -2.673 -0.488
H2 3.309 2.875 -1.573
H3 5.418 -5.426 1.088
C6 3.684 -4.240 0.666
N1 -1.072 3.318 -1.292
H4 -1.889 5.291 -1.085
H5 -3.370 -3.653 -0.949
H6 -0.483 -5.900 0.173
H7 2.934 2.179 0.006
H8 1.145 2.322 -2.310
H9 0.290 5.832 -0.317
H10 -2.446 -0.932 1.677
H11 2.759 4.676 0.101
H12 1.682 0.997 -1.554
H13 1.674 4.656 -1.274
Os1 -0.102 2.082 0.105
N2 3.203 -2.978 0.578
H14 0.120 -3.631 -0.137
H15 2.131 3.298 1.997
H16 -0.496 5.489 1.198
C7 -2.254 -1.797 -2.490
C8 -2.468 -0.303 -0.405
S1 1.426 -1.108 0.268
H17 0.793 -7.104 0.429
N3 1.378 1.954 -1.385
H18 -3.290 1.641 -0.794
H19 -2.856 0.781 1.400
C9 1.516 -5.122 0.168
H20 0.471 3.256 3.849
H21 5.360 -3.836 1.888
H22 -4.036 -0.472 1.063
C10 1.984 4.090 -0.395
H23 -2.014 -2.814 -2.797
C11 1.226 3.906 1.941
H24 5.712 -3.930 0.174
H25 -3.466 -2.790 0.593
C12 -1.436 4.511 -0.471
H26 1.481 4.912 2.282
C13 5.126 -4.386 0.976
H27 -0.772 3.888 2.775
H28 -2.707 0.789 -2.262
C14 0.143 3.297 2.810
H29 -3.192 -1.523 -2.971
C15 2.842 -5.333 0.468
H30 -1.469 -1.132 -2.853
O1 -1.091 -2.221 -0.425
O2 -1.001 0.070 -0.352
H31 3.219 -6.343 0.547
C16 -2.973 -0.236 1.022
C17 2.520 2.742 -0.831
N4 0.791 3.928 0.511
H32 -0.522 3.626 -2.096
N5 1.094 -3.833 0.097
C18 -2.391 -1.750 -0.979
B1 -0.333 -1.130 -0.214
H33 0.535 -6.430 -1.177
H34 -2.186 4.176 0.246
H35 0.548 1.278 2.566
H36 -4.459 -2.286 -0.783
H37 -1.031 1.571 2.723
N6 -0.186 1.932 2.286
H38 -1.920 2.922 -1.693

Results
Highest occupied orbital energy: -0.6075 Eh
Total energy: -46276.999 eV
Net charge: +3
2S+1: 1
LUMO energy: -8.273 eV
Frontier orbital gap: 8.26 eV

=====

This record from the Open Molecules 2025 dataset describes an isolated ion of composition C18H38FN2O9P2S and charge +1 at a distorted geometry. The level of theory is wB97M-V/def2-TZVPD.

Atoms and positions in Å:
O1 3.448 2.887 -1.961
H1 -3.700 4.439 -0.634
C1 -0.082 0.227 0.666
H2 0.406 1.198 0.816
H3 -2.354 4.386 0.487
C2 2.062 -1.405 -2.159
H4 3.016 -0.936 0.334
H5 1.667 1.040 -2.765
H6 3.000 -2.307 2.318
P1 3.106 1.659 -0.968
H7 0.793 1.746 -1.442
H8 -1.917 -3.365 -0.800
C3 3.660 -3.293 -1.440
O2 -0.344 -2.863 -3.618
H9 -2.943 -2.761 -2.904
O3 2.893 2.265 0.343
C4 1.111 -0.464 -1.364
O4 -2.574 -1.874 -2.740
H10 3.089 -1.028 -2.232
S1 4.408 -4.250 -2.818
H11 3.470 -4.291 -3.792
C5 -1.365 0.422 -0.182
H12 0.485 1.364 2.933
C6 2.166 -2.907 -1.743
O5 4.401 0.707 -1.044
O6 -0.541 -0.201 1.917
F1 2.244 -0.086 1.915
H13 -2.101 -0.318 0.172
C7 2.169 -2.392 1.605
H14 4.275 -2.419 -1.193
H15 0.844 -2.213 3.318
O7 -3.898 5.539 1.088
C8 1.567 1.002 -1.669
H16 3.712 -3.961 -0.571
C9 -4.036 3.082 1.090
H17 1.703 -1.389 -3.197
C10 0.927 -2.821 2.417
C11 -0.468 0.821 2.924
H18 -5.756 5.645 -0.016
P2 -1.024 -2.163 -2.338
H19 -3.978 3.171 2.182
C12 -0.281 -0.510 -2.110
H20 0.352 -1.680 0.113
O8 -5.878 5.963 1.896
C13 -3.447 4.333 0.435
H21 -0.152 -3.789 -3.394
H22 2.443 -3.207 0.930
O9 -1.251 0.364 -1.601
H23 -1.947 2.395 -0.790
H24 3.975 3.504 -1.425
H25 -4.025 1.498 -0.345
C14 2.095 -1.014 0.928
H26 -1.351 2.385 0.842
H27 -1.309 1.525 2.879
C15 -0.582 0.124 4.292
H28 0.004 -2.819 1.822
H29 -5.106 3.073 0.834
H30 -1.496 -0.475 4.359
N1 0.886 -0.781 0.084
H31 1.480 -3.234 -0.958
H32 1.067 -3.861 2.739
N2 -0.977 -3.135 -1.113
C16 -5.242 5.717 0.962
H33 4.698 0.554 -0.129
C17 -1.978 1.815 0.144
H34 -0.525 0.855 5.105
H35 -0.041 -0.120 -3.109
H36 1.912 -3.504 -2.620
H37 -3.680 0.942 1.284
H38 0.269 -0.553 4.443
C18 -3.456 1.740 0.566

Results
Highest occupied orbital energy: -0.4337 Eh
Total energy: -72816.133 eV
Net charge: +1
2S+1: 1
LUMO energy: -2.280 eV
SMILES: CCO[C@@H]1[C@@H](CCCCOC=O)O[C@H](P(=N)(O)O)[C@@](CCCS)(CP(=O)(O)O)[N@H+]1[C@@H](F)CC
Frontier orbital gap: 9.52 eV